{
  "formula": "C54H87F3O9",
  "method": "ωB97M-V/def2-TZVPD",
  "symbols": ["C", "C", "C", "O", "C", "H", "H", "H", "H", "H", "H", "H", "H", "C", "C", "C", "O", "C", "H", "H", "H", "H", "H", "H", "H", "H", "C", "C", "C", "O", "C", "H", "H", "H", "H", "H", "H", "H", "H", "C", "C", "C", "O", "C", "H", "H", "H", "H", "H", "H", "H", "H", "C", "C", "C", "O", "C", "H", "H", "H", "H", "H", "H", "H", "H", "C", "C", "C", "O", "C", "H", "H", "H", "H", "H", "H", "H", "H", "C", "C", "C", "O", "C", "H", "H", "H", "H", "H", "H", "H", "H", "C", "C", "C", "O", "C", "H", "H", "H", "H", "H", "H", "H", "H", "C", "C", "C", "O", "C", "H", "H", "H", "H", "H", "H", "H", "H", "F", "C", "C", "C", "C", "C", "C", "H", "H", "H", "H", "H", "F", "C", "C", "C", "C", "C", "C", "H", "H", "H", "H", "H", "F", "C", "C", "C", "C", "C", "C", "H", "H", "H", "H", "H"],
  "xyz": [[-32.2230, -3.6331, -15.2105], [-30.8245, -3.9687, -15.8541], [-30.9886, -3.4233, -17.2990], [-32.3847, -3.8192, -17.5838], [-33.1403, -3.5325, -16.3872], [-32.0883, -2.6724, -14.7134], [-32.5535, -4.3600, -14.4685], [-30.7194, -5.0464, -15.9794], [-29.9290, -3.4829, -15.4668], [-30.4183, -3.9711, -18.0491], [-30.8270, -2.3504, -17.4041], [-33.9147, -4.2964, -16.3174], [-33.6224, -2.5588, -16.4743], [-44.6256, -5.1108, -29.5210], [-45.9603, -5.6464, -29.0742], [-46.1498, -4.9382, -27.7524], [-44.8530, -4.7182, -27.2448], [-43.8518, -4.8077, -28.2291], [-44.6937, -4.2092, -30.1298], [-44.0912, -5.8744, -30.0862], [-45.9855, -6.7324, -28.9849], [-46.7513, -5.3223, -29.7506], [-46.8919, -5.3793, -27.0869], [-46.5862, -3.9523, -27.9122], [-43.1146, -5.5747, -27.9917], [-43.2973, -3.8747, -28.3301], [-38.3750, -14.3555, -20.4064], [-38.2014, -15.5093, -19.4022], [-38.8961, -15.0118, -18.1078], [-39.8618, -14.1342, -18.5725], [-39.2271, -13.3691, -19.6399], [-38.9248, -14.6779, -21.2906], [-37.3818, -13.9486, -20.5968], [-37.1425, -15.7357, -19.2770], [-38.6267, -16.4431, -19.7700], [-38.1158, -14.4719, -17.5714], [-39.3330, -15.8302, -17.5355], [-38.6694, -12.5736, -19.1456], [-39.9516, -12.8772, -20.2889], [-30.4900, -9.5850, -21.8415], [-30.1522, -8.2576, -21.1535], [-28.7241, -8.5549, -20.4990], [-28.1645, -9.6186, -21.2472], [-29.0656, -9.9880, -22.3058], [-31.1767, -9.5172, -22.6853], [-30.8806, -10.4054, -21.2395], [-30.8830, -7.8972, -20.4296], [-30.0598, -7.4633, -21.8942], [-28.8973, -8.7804, -19.4467], [-28.0396, -7.7135, -20.6068], [-29.0162, -11.0523, -22.5358], [-28.7520, -9.3695, -23.1468], [-42.0202, -1.2316, -15.4075], [-41.6543, -1.4991, -13.9366], [-40.3010, -0.9044, -13.8098], [-39.7143, -1.1072, -15.0974], [-40.6471, -1.4729, -16.0609], [-42.3342, -0.2067, -15.6052], [-42.8141, -1.8995, -15.7418], [-41.5924, -2.5804, -13.8134], [-42.3382, -1.0950, -13.1902], [-39.7012, -1.2701, -12.9763], [-40.3249, 0.1765, -13.6716], [-40.5742, -2.5568, -16.1502], [-40.4513, -1.0516, -17.0470], [-34.7975, -10.4841, -14.2948], [-34.8635, -9.9888, -15.7018], [-34.1366, -11.0525, -16.5256], [-33.7118, -12.0021, -15.4827], [-33.5730, -11.3774, -14.2329], [-35.6613, -11.1337, -14.1533], [-34.7167, -9.7212, -13.5205], [-34.3618, -9.0242, -15.7796], [-35.8998, -9.9421, -16.0366], [-33.2582, -10.6158, -17.0010], [-34.7729, -11.4750, -17.3032], [-32.5923, -10.9016, -14.2328], [-33.6112, -12.1689, -13.4845], [-45.4685, -1.1824, -23.0552], [-44.5170, -0.7126, -21.9181], [-44.7708, 0.7455, -22.1732], [-44.7519, 0.9128, -23.5864], [-45.1753, -0.2577, -24.2650], [-46.5058, -1.0056, -22.7712], [-45.4264, -2.2365, -23.3294], [-43.4696, -0.9592, -22.0917], [-45.0019, -1.0455, -21.0004], [-43.9198, 1.2203, -21.6850], [-45.6945, 1.1524, -21.7616], [-44.4007, -0.6733, -24.9095], [-46.0818, -0.0640, -24.8384], [-33.7083, -1.3169, -23.9811], [-34.2319, -1.5527, -22.5363], [-33.6444, -0.2812, -21.9000], [-32.3671, -0.2466, -22.4409], [-32.2919, -0.9090, -23.6658], [-34.3154, -0.5084, -24.3883], [-33.9151, -2.2322, -24.5358], [-33.8160, -2.4306, -22.0417], [-35.3179, -1.6453, -22.5256], [-33.6537, -0.4644, -20.8256], [-34.0501, 0.6872, -22.1930], [-31.6899, -1.8175, -23.6546], [-31.9203, -0.3779, -24.5422], [-42.5190, -12.4607, -25.5611], [-42.9500, -13.7038, -24.7800], [-44.4470, -13.3342, -24.4223], [-44.8213, -12.1133, -25.0801], [-43.5907, -11.4198, -25.3810], [-42.5258, -12.8256, -26.5882], [-41.5121, -12.1798, -25.2524], [-42.3822, -13.7891, -23.8535], [-42.7989, -14.5906, -25.3955], [-44.4181, -13.1311, -23.3518], [-45.0898, -14.1889, -24.6333], [-43.3519, -10.7923, -24.5223], [-43.7068, -10.7060, -26.1966], [-38.1689, -17.1626, -28.5580], [-37.7081, -16.2940, -27.6499], [-37.2772, -16.7373, -26.3950], [-36.6086, -15.8430, -25.5026], [-36.4235, -14.5119, -25.9186], [-36.8534, -14.0408, -27.1945], [-37.5262, -14.9426, -28.0317], [-37.2836, -17.7863, -26.1382], [-36.3664, -16.1747, -24.5038], [-35.9704, -13.8155, -25.2286], [-36.6940, -13.0113, -27.4795], [-37.8521, -14.6241, -29.0109], [-30.4701, -6.9751, -28.8818], [-31.8180, -6.8591, -28.5633], [-32.7247, -6.4873, -29.5355], [-34.1026, -6.3200, -29.1708], [-34.5224, -6.3335, -27.8739], [-33.5450, -6.5871, -26.8943], [-32.2330, -6.9491, -27.2219], [-32.4264, -6.4376, -30.5724], [-34.8934, -6.0558, -29.8572], [-35.5546, -6.0797, -27.6823], [-33.8963, -6.4630, -25.8806], [-31.5300, -7.2887, -26.4757], [-36.6771, -8.8546, -22.3222], [-37.4762, -7.7935, -22.0302], [-37.0947, -6.9629, -21.0051], [-37.8829, -5.8209, -20.7258], [-39.0452, -5.6462, -21.4971], [-39.3966, -6.5041, -22.5599], [-38.5458, -7.5630, -22.8923], [-36.2043, -7.1790, -20.4334], [-37.6477, -5.1187, -19.9397], [-39.6531, -4.7692, -21.3306], [-40.2091, -6.2845, -23.2366], [-38.7084, -8.2242, -23.7306]],
  "atomic_forces_ev_per_a": [[2.13, 0.44, 0.48], [-0.51, 0.46, -1.38], [-1.84, -1.58, 0.28], [0.80, 0.95, 0.51], [-0.50, -0.53, -1.12], [-0.31, 0.03, 0.15], [0.18, -0.01, -0.09], [0.30, 0.04, 0.36], [-0.20, -0.34, 0.76], [0.24, 0.19, 0.15], [-0.16, 0.13, 0.09], [-0.15, 0.08, -0.21], [0.01, 0.13, 0.00], [1.23, -0.51, -0.52], [-0.80, 0.37, -0.08], [-0.40, 0.94, -0.63], [0.24, -0.27, 1.87], [-0.56, -0.05, -0.83], [-0.22, -0.07, -0.01], [0.05, 0.18, -0.29], [0.11, 0.04, 0.06], [-0.05, -0.32, -0.13], [0.76, -0.62, 0.52], [-0.12, 0.34, -0.40], [-0.15, -0.25, 0.22], [-0.10, 0.22, 0.21], [0.16, -0.33, 0.65], [0.23, -0.75, -0.04], [1.33, -0.61, -1.27], [-0.99, 1.09, -0.94], [-0.52, 0.08, 0.91], [0.47, 0.06, -0.16], [-0.25, 0.11, -0.62], [0.03, 0.07, 0.32], [-0.31, 0.09, 0.00], [-0.07, 0.05, 0.70], [-0.06, 0.32, 0.13], [0.40, 0.05, -0.08], [-0.40, -0.22, 0.37], [1.11, -0.19, -0.50], [0.70, -0.19, 0.56], [-1.55, 0.68, -1.01], [-0.49, -0.94, 0.27], [-0.44, 0.61, 0.32], [0.08, 0.32, -0.08], [0.02, 0.36, 0.59], [0.06, -0.20, 0.14], [0.06, -0.10, -0.17], [0.42, -0.38, 0.06], [-0.17, 0.23, 0.27], [0.42, 0.09, 0.08], [-0.23, -0.27, -0.51], [0.14, 0.38, -0.07], [-0.92, -0.13, -0.03], [0.37, 0.97, -0.58], [1.94, 0.58, 0.51], [-1.29, -1.58, 0.47], [-0.12, 0.12, 0.30], [0.15, 0.00, -0.19], [-0.06, -0.09, 0.17], [-0.18, -0.06, -0.16], [0.24, -0.52, -0.38], [-0.33, 0.25, 0.19], [0.10, -0.37, -0.52], [-0.03, 0.45, 0.27], [0.26, -0.07, 1.75], [-0.14, 0.63, -0.78], [0.75, 0.11, 1.86], [0.10, -1.46, -2.62], [-0.58, -0.09, -1.34], [0.00, 0.09, 0.53], [-0.55, 0.22, -0.10], [-0.25, 0.11, -0.24], [0.06, 0.52, 0.05], [0.18, -0.16, -0.10], [0.16, -0.64, 0.38], [0.00, 0.56, 0.50], [-0.01, 0.18, 0.09], [0.07, -1.19, -1.03], [-2.62, -0.40, -1.45], [1.30, 0.41, 0.42], [0.62, 1.20, -0.30], [-0.24, -0.77, 1.87], [0.02, 0.07, 0.35], [0.22, -0.10, 0.05], [-0.18, -0.23, 0.31], [0.81, -0.09, 0.30], [-0.08, 1.01, -0.50], [-0.14, -0.24, 0.15], [0.17, 0.24, -0.06], [0.06, 0.08, -0.12], [-1.45, -1.19, 1.31], [-0.67, 1.30, -0.87], [-0.94, -1.15, 0.11], [2.62, 0.50, 0.26], [-0.63, -1.25, -1.81], [0.16, 0.07, -0.22], [0.64, 0.16, -0.47], [0.21, 0.01, -0.15], [-0.04, 0.17, 0.19], [0.48, 0.68, 0.15], [-1.10, -0.20, 0.36], [0.33, -0.09, 0.63], [0.39, 0.97, 0.53], [0.35, -1.03, -0.82], [-0.99, 1.00, 0.42], [1.33, -0.26, 0.36], [0.79, -0.78, -0.79], [-0.30, 0.36, 1.13], [0.38, 0.57, -0.29], [-0.10, 0.40, -0.32], [-0.03, -0.24, -0.05], [-0.28, -0.06, 0.25], [-0.44, -0.13, 0.19], [-0.46, 0.52, -0.16], [0.10, 0.10, 0.36], [-0.31, -0.44, -0.29], [-0.33, -0.07, 0.08], [1.28, 1.35, 0.97], [0.89, 0.63, 0.06], [-1.41, 0.56, -1.92], [-0.33, -0.17, -0.34], [-0.35, -1.86, 1.18], [0.31, -0.31, 0.31], [-0.41, -0.11, -0.08], [0.28, 0.01, -0.07], [0.15, 0.08, -0.01], [-0.02, -0.03, -0.07], [-0.08, -0.08, -0.10], [-1.68, -0.21, 0.40], [0.12, 0.66, 0.35], [-1.29, -0.54, 0.06], [1.08, 0.28, -0.85], [1.40, -0.02, 0.42], [-0.51, -0.22, -0.14], [-0.24, 0.27, -0.40], [0.08, 0.15, -0.02], [0.44, -0.11, -0.76], [0.06, -0.10, 0.47], [0.46, -0.44, 0.36], [0.06, 0.28, 0.14], [-0.08, 0.08, 0.18], [0.28, -0.17, -0.94], [-0.50, 1.02, 0.61], [-0.73, -1.34, -1.20], [0.19, 0.05, -0.21], [1.32, 0.09, 0.01], [-0.24, 0.30, 1.19], [0.06, -0.09, -0.03], [0.16, -0.08, 0.00], [-0.13, 0.01, 0.12], [-0.26, 0.11, 0.26], [-0.06, 0.00, 0.00]],
  "mulliken_charge": [-0.53, -0.50, -0.44, -0.38, -0.37, 0.25, 0.31, 0.23, 0.35, 0.27, 0.28, 0.27, 0.25, -0.49, -0.45, -0.48, -0.42, -0.39, 0.28, 0.28, 0.28, 0.26, 0.33, 0.27, 0.27, 0.25, -0.27, -0.64, -0.39, -0.41, -0.50, 0.21, 0.27, 0.32, 0.26, 0.24, 0.33, 0.26, 0.31, -0.50, -0.54, -0.40, -0.40, -0.43, 0.33, 0.24, 0.35, 0.23, 0.27, 0.27, 0.32, 0.27, -0.54, -0.48, -0.41, -0.39, -0.40, 0.28, 0.31, 0.26, 0.32, 0.27, 0.25, 0.24, 0.29, -0.50, -0.41, -0.34, -0.44, -0.39, 0.23, 0.33, 0.24, 0.25, 0.22, 0.27, 0.27, 0.27, -0.71, -0.43, -0.47, -0.41, -0.31, 0.27, 0.39, 0.30, 0.28, 0.29, 0.31, 0.25, 0.25, -0.60, -0.59, -0.40, -0.39, -0.35, 0.27, 0.32, 0.28, 0.34, 0.27, 0.29, 0.27, 0.29, -0.40, -0.41, -0.48, -0.40, -0.46, 0.21, 0.31, 0.15, 0.28, 0.29, 0.32, 0.25, 0.33, -0.29, 0.28, -0.31, -0.50, -0.33, -0.51, -0.27, 0.38, 0.39, 0.36, 0.39, 0.40, -0.30, 0.49, -0.52, -0.21, -0.52, -0.34, -0.55, 0.39, 0.32, 0.39, 0.38, 0.45, -0.30, 0.34, -0.38, -0.43, -0.40, -0.42, -0.45, 0.46, 0.42, 0.35, 0.37, 0.45],
  "smiles": "Fc1ccccc1.Fc1ccccc1.Fc1ccccc1.C1CCOC1.C1CCOC1.C1CCOC1.C1CCOC1.C1CCOC1.C1CCOC1.C1CCOC1.C1CCOC1.C1CCOC1",
  "e_tot_ev": -83980.544,
  "lumo_ev": 0.00
}